Molecular formula: C44H60ClN6O4S3ScSi2
Method: DFT, the ωB97M-V functional and the def2-TZVPD basis

XYZ file:
```
121
Properties=species:S:1:pos:R:3:mulliken_charge:R:1
Sc -0.4951 -0.0768 -0.4112 -0.10
N 1.2528 0.1789 3.8304 -0.48
C 1.5497 -0.1481 2.5226 -0.09
S 1.9792 -1.7480 2.2035 -0.48
N 1.6922 0.8527 1.6987 -0.85
N 1.7012 0.6925 0.3801 1.43
C 2.5844 1.3477 -0.3246 -0.39
C 3.6377 2.1999 0.2664 -0.17
C 4.9746 1.9469 -0.0450 0.05
C 5.9795 2.7483 0.4602 -0.82
C 5.6716 3.8089 1.2952 -0.48
C 4.3486 4.0605 1.6153 -0.89
C 3.3353 3.2639 1.1129 0.04
C 2.5758 1.1746 -1.7663 0.38
C 3.3170 2.0187 -2.6114 -0.59
C 3.2739 1.8152 -3.9723 -0.68
C 2.5498 0.7367 -4.4648 -0.70
C 1.8696 -0.0596 -3.5557 -0.03
N 1.8618 0.1522 -2.2544 0.15
H 0.8852 -0.6064 4.3457 0.32
H 0.7077 1.0234 3.9213 0.13
H 5.2139 1.1115 -0.6900 0.52
H 7.0074 2.5517 0.1902 0.40
H 6.4600 4.4340 1.6934 0.37
H 4.1014 4.8960 2.2526 0.42
H 2.3019 3.4696 1.3480 0.41
H 3.8971 2.8243 -2.1849 0.59
H 3.7966 2.4882 -4.6428 0.37
H 2.5086 0.5316 -5.5236 0.40
H 1.3013 -0.9207 -3.8817 0.13
C -0.7982 -4.0623 0.5091 -1.30
C -1.4340 -3.0699 1.4365 0.28
C -2.2239 -3.5127 2.4868 -0.74
C -2.7060 -2.5762 3.3996 -0.73
C -2.3903 -1.2560 3.2274 -1.08
C -1.6488 -0.8441 2.0890 0.83
N -1.1765 -1.7795 1.2218 0.83
N -1.3284 0.4185 1.7916 0.80
Si -2.0484 1.7887 2.5273 -0.03
C -1.5890 3.2198 1.3687 0.07
C -3.9642 1.6845 2.7191 -1.22
C -1.5163 2.2514 4.3388 -1.57
H -0.8412 -5.0618 0.9364 0.46
H 0.2417 -3.7763 0.3681 0.17
H -1.2890 -4.0534 -0.4640 0.14
H -2.4498 -4.5648 2.5964 0.38
H -3.2998 -2.8976 4.2505 0.39
H -2.7118 -0.5055 3.9306 0.26
H -1.9272 2.9751 0.3641 -0.56
H -0.5129 3.3596 1.3187 -0.26
H -2.0367 4.1649 1.6599 0.41
H -4.3735 1.0171 1.9670 0.32
H -4.4342 2.6557 2.5895 0.42
H -4.2630 1.3091 3.6966 0.33
H -0.5345 2.7153 4.3889 0.41
H -1.5068 1.3788 4.9889 0.40
H -2.2174 2.9619 4.7716 0.41
C 2.2077 -7.2662 -6.9649 -0.94
C 0.7891 -7.0380 -7.3885 0.68
O 0.4311 -6.5885 -8.4464 -0.54
S -0.4235 -7.5897 -6.1379 -0.18
C -0.3483 -6.1518 -5.0587 -0.34
C 0.4022 -6.1947 -3.8919 -0.51
C 0.4233 -5.0923 -3.0615 -0.20
C -0.2871 -3.9275 -3.3900 0.36
C -1.0550 -3.9180 -4.5630 -0.44
C -1.0927 -5.0254 -5.3833 -0.44
C -0.2534 -2.7939 -2.5472 0.26
C -0.2300 -1.8316 -1.7946 -0.57
H 2.8832 -6.8601 -7.7153 0.33
H 2.3766 -8.3391 -6.8677 0.28
H 2.3952 -6.8023 -5.9979 0.29
H 0.9475 -7.0974 -3.6414 0.49
H 0.9811 -5.1213 -2.1364 0.49
H -1.6373 -3.0383 -4.8035 0.54
H -1.7061 -5.0295 -6.2741 0.45
Cl -2.8854 0.1244 -0.9774 -0.42
C -3.5723 6.2517 -3.1182 -1.78
C -3.2127 5.4135 -1.8837 1.97
C -4.0578 4.1429 -1.8466 -1.08
C -3.4481 6.2283 -0.6049 -1.63
O -1.8413 5.1124 -1.9159 1.01
Si -0.9388 4.0835 -2.8220 -3.46
S -0.1922 2.4349 -1.8154 1.85
O 0.3265 4.9988 -3.3698 0.27
C 1.1637 5.8460 -2.6247 2.09
C 2.5671 5.7989 -3.2448 -1.89
C 1.2480 5.4038 -1.1675 -0.97
C 0.6053 7.2739 -2.7218 -1.96
O -1.8483 3.7930 -4.1539 0.15
C -1.4901 3.3242 -5.4268 2.04
C -0.3270 2.3382 -5.3516 -1.65
C -1.1081 4.5395 -6.2867 -1.74
C -2.7319 2.6285 -6.0059 -1.97
H -4.6345 6.4884 -3.1296 0.52
H -3.3166 5.6802 -4.0041 0.14
H -2.9993 7.1778 -3.1293 0.32
H -5.1138 4.3867 -1.7454 0.56
H -3.7554 3.5155 -1.0133 0.03
H -3.8989 3.5785 -2.7590 0.05
H -4.5018 6.4707 -0.4915 0.44
H -2.8720 7.1505 -0.6269 0.30
H -3.1252 5.6453 0.2513 0.11
H 2.9612 4.7897 -3.1702 0.14
H 3.2230 6.4856 -2.7117 0.44
H 2.5338 6.0801 -4.2955 0.39
H 1.5520 4.3614 -1.1334 -0.31
H 0.2676 5.4757 -0.7090 0.07
H 1.9606 6.0107 -0.6153 0.72
H 0.5920 7.5996 -3.7608 0.38
H 1.2079 7.9674 -2.1384 0.43
H -0.4133 7.2758 -2.3460 0.11
H 0.5582 2.8487 -4.9837 0.18
H -0.1207 1.8992 -6.3266 0.64
H -0.5699 1.5525 -4.6408 0.29
H -0.2959 5.0740 -5.8016 0.09
H -1.9611 5.2115 -6.3660 0.39
H -0.7995 4.2375 -7.2854 0.45
H -3.0371 1.8220 -5.3446 0.36
H -2.5238 2.2213 -6.9934 0.43
H -3.5550 3.3366 -6.0770 0.36
```

Output
Charge ... -2
Kohn-Sham gap ... 5.5 eV
Calculated total energy ... -145228.509 eV
Lowest unoccupied orbital energy ... 0.125 Eh
Highest occupied orbital energy ... -2.1 eV